Entry from the Open Molecules 2025 dataset: an isolated molecule of C18H15O8 at a distorted geometry (ωB97M-V/def2-TZVPD).

Structure (ORCA input):
```
! RIJCOSX wB97M-V def2-TZVPD def2/J DEFGRID3
* xyz 0 2
C -0.15255 -2.49297 2.95901
C 0.19400 -1.76724 4.08876
C 1.51104 -1.33904 4.22531
C 2.46863 -1.62986 3.23995
C 2.12430 -2.35600 2.10598
C 0.80586 -2.76949 1.96941
C 0.37056 -3.54438 0.75047
C -0.75652 -2.86325 -0.05424
C -1.49460 -3.96738 -1.02904
O -1.06366 -3.48563 -2.34617
O -2.16828 -4.90897 -0.77355
O -0.18771 -1.62407 -0.64512
C -1.16957 -0.68481 -0.96850
O -2.36463 -0.92327 -0.92534
C -0.52642 0.58152 -1.35224
C -1.29622 1.59160 -1.78171
C -0.82141 2.90485 -2.14611
C -1.74813 3.86078 -2.62390
C -1.33752 5.12580 -2.97589
C 0.09271 5.53826 -2.86503
O 0.38677 6.70865 -3.20125
C 0.99193 4.53252 -2.37697
C 0.55298 3.27648 -2.03446
O -2.16197 6.07795 -3.43638
O 3.69513 -1.13148 3.53404
O 2.01928 -0.63092 5.26592
H -1.17227 -2.85123 2.81235
H -0.52982 -1.52916 4.85872
H 2.87028 -2.58778 1.33894
H 1.22412 -3.72966 0.07743
H -0.05839 -4.52083 1.06505
H -1.56205 -2.60101 0.66788
H -1.43845 -4.27620 -2.76354
H 0.55866 0.62397 -1.25566
H -2.37668 1.43027 -1.87069
H -2.80248 3.59318 -2.71628
H 2.04121 4.79849 -2.28436
H 1.25546 2.53115 -1.66310
H -1.59812 6.87318 -3.60257
H 4.31564 -1.36095 2.81800
H 1.30889 -0.47308 5.91491
*
```

## Properties
<S²>: 0.805
frontier orbital gap (spin up / spin down): 0.28797 / 0.21694 Ha

What are the natural (NBO) partial charges on each atom? They are as follows, in elementary charge units: number 1, C, carries -0.22; number 2, C, carries -0.27; number 3, C, carries 0.22; number 4, C, carries 0.32; number 5, C, carries -0.29; number 6, C, carries -0.03; number 7, C, carries -0.44; number 8, C, carries 0.00; number 9, C, carries 0.80; number 10, O, carries -0.70; number 11, O, carries -0.55; number 12, O, carries -0.51; number 13, C, carries 0.76; number 14, O, carries -0.58; number 15, C, carries -0.28; number 16, C, carries -0.12; number 17, C, carries -0.02; number 18, C, carries -0.28; number 19, C, carries 0.32; number 20, C, carries 0.36; number 21, O, carries -0.55; number 22, C, carries -0.24; number 23, C, carries -0.18; number 24, O, carries -0.63; number 25, O, carries -0.66; number 26, O, carries -0.65; number 27, H, carries 0.21; number 28, H, carries 0.21; number 29, H, carries 0.21; number 30, H, carries 0.22; number 31, H, carries 0.23; number 32, H, carries 0.22; number 33, H, carries 0.48; number 34, H, carries 0.22; number 35, H, carries 0.24; number 36, H, carries 0.23; number 37, H, carries 0.23; number 38, H, carries 0.22; number 39, H, carries 0.51; number 40, H, carries 0.48; number 41, H, carries 0.48